(1)
17
Properties=species:S:1:pos:R:3:lowdin_charge:R:1 method="wB97M-V/def2-TZVPD" de_lowest_kj_mol=429.52 smiles="CN(N)C=O.C=C" multiplicity=1 mol_weight_g_mol=102.14
C 1.6017 -1.4734 -0.1152 -0.068
N 0.6668 -0.4591 0.3378 -0.314
N -0.2180 -0.9567 1.3316 0.077
C 1.0420 0.9284 0.4779 -0.313
O 0.6624 1.6170 1.3954 0.049
H 1.0284 -2.2361 -0.6448 0.084
H 2.1128 -1.9460 0.7259 0.085
H 2.3099 -1.0308 -0.8130 0.081
H -1.1726 -0.8065 1.0019 0.072
H -0.1025 -0.3650 2.1557 0.083
H 1.8172 1.1908 -0.2559 0.139
C -1.1487 0.7663 -1.3102 -0.098
C -2.1044 1.2151 -0.5143 -0.089
H -1.3892 0.3642 -2.2900 0.035
H -0.0366 0.2748 -1.0997 0.090
H -1.9124 1.8201 0.3626 0.043
H -3.1567 1.0969 -0.7457 0.046

***

(2)
17
Properties=species:S:1:pos:R:3:lowdin_charge:R:1 method="wB97M-V/def2-TZVPD" de_lowest_kj_mol=388.31 multiplicity=1 mol_weight_g_mol=102.14
C 1.2874 0.6583 1.0805 0.120
C -0.1645 -1.7796 0.4140 -0.026
C 0.0268 0.7713 0.5935 -0.407
C -0.5907 -0.3903 0.0483 -0.281
N -0.4467 2.0739 0.2559 0.063
N -1.6921 -0.2669 -0.7024 0.176
O 1.5243 0.0231 -1.2019 -0.363
H 2.0857 -0.1397 -1.9752 -0.078
H -0.1100 2.3621 -0.6564 0.088
H -1.4407 2.2195 0.3589 0.070
H -2.0463 -1.0712 -1.1926 0.118
H -1.8899 0.6326 -1.1147 0.110
H 1.8412 1.5539 1.3229 0.085
H 1.7585 -0.2893 1.2724 0.067
H -0.8480 -2.5275 0.0098 0.081
H 0.8277 -1.9300 -0.0102 0.083
H -0.1227 -1.9001 1.4973 0.093